Computed, not measured: C35H31F4N2OOsS3Si as an isolated structure at a distorted geometry, with the ωB97M-V functional and the def2-TZVPD basis.

The geometry in XYZ format:
```
78
Properties=species:S:1:pos:R:3
Os -0.5496 0.8781 -0.8768
C -3.0750 0.2740 0.5732
N -2.6377 1.0328 -0.6200
C -3.5079 0.6021 -1.7295
C -2.8899 2.4830 -0.3875
C -1.8788 3.0768 0.5687
N -0.5804 2.4761 0.2415
C 0.5907 3.1741 0.5518
C 1.7933 2.7102 0.0158
F 1.7727 1.5567 -0.7152
C 2.9953 3.3548 0.1747
F 4.0839 2.8337 -0.3925
C 3.0763 4.5157 0.9174
C 1.9145 4.9718 1.4993
F 1.9380 6.0649 2.2606
C 0.6992 4.3224 1.3386
F -0.3623 4.8232 1.9897
H -4.1265 0.4966 0.7803
H -2.4833 0.5608 1.4304
H -2.9407 -0.7895 0.3926
H -4.5494 0.8216 -1.4768
H -3.3903 -0.4663 -1.8821
H -3.2299 1.1354 -2.6351
H -3.9193 2.6184 -0.0426
H -2.7799 2.9784 -1.3531
H -2.1553 2.9488 1.6202
H -1.8476 4.1485 0.3781
H 4.0133 5.0358 1.0532
O -0.1434 -1.1208 -0.5813
C 0.0180 -1.7320 -1.8382
C 1.4585 -2.1816 -2.0354
C 2.5888 -1.4242 -1.8947
C 3.7871 -2.1581 -2.0886
C 3.5457 -3.4698 -2.3631
S 1.8777 -3.8140 -2.3869
C -0.9407 -2.9009 -1.9712
C -1.1631 -3.7412 -3.0244
C -2.1810 -4.6986 -2.7617
C -2.7101 -4.5573 -1.5182
S -1.9800 -3.2724 -0.6579
C -0.4240 -0.6101 -2.7917
C 0.2351 0.5998 -3.0328
C -0.3985 1.3427 -4.0964
C -1.4320 0.6780 -4.6531
S -1.6960 -0.8639 -3.9449
H 2.5846 -0.3773 -1.6366
H 4.7774 -1.7299 -2.0304
H 4.2632 -4.2505 -2.5573
H -0.6197 -3.6860 -3.9571
H -2.5002 -5.4508 -3.4679
H -3.4908 -5.1430 -1.0602
H 1.2733 0.7826 -2.7913
H -0.0428 2.3036 -4.4394
H -2.0546 1.0094 -5.4703
C -2.0394 -3.5180 3.5194
C -0.9712 -3.5803 2.6334
C -0.3817 -2.4173 2.1694
C -0.8529 -1.1750 2.6022
C -1.9402 -1.1248 3.4875
C -2.5307 -2.2909 3.9442
Si -0.0363 0.4157 2.2598
C 1.7775 0.5651 2.2348
C 2.6156 -0.3782 1.6275
C 3.9893 -0.2458 1.7264
C 4.5394 0.8047 2.4529
C 3.7190 1.7406 3.0702
C 2.3434 1.6302 2.9480
H -2.4933 -4.4320 3.8797
H -0.6019 -4.5388 2.2948
H 0.4280 -2.4737 1.4563
H -2.3237 -0.1690 3.8303
H -3.3642 -2.2442 4.6321
H -0.7797 1.5939 2.7280
H 2.1932 -1.1932 1.0513
H 4.6325 -0.9664 1.2384
H 5.6146 0.8951 2.5359
H 4.1488 2.5569 3.6354
H 1.7077 2.3728 3.4183
```

- Molar mass: 886.16 Da
- Total energy: -95537.6080 eV
- E_LUMO (alpha / beta): -3.730 / -3.730 eV
- Energy relative to the best compared isomer or geometry (same formula, charge and spin): 151.7 kJ/mol
- Orbital gap (alpha / beta): 6.4766 / 6.4774 eV
- Net charge: +1

***

Computed, not measured: C35H31MoN2O4 as an isolated structure, with the ωB97M-V functional and the def2-TZVPD basis.

The geometry in XYZ format:
```
73
Properties=species:S:1:pos:R:3
Mo 1.2427 -0.4294 0.3293
O 0.0290 -1.7330 0.5575
C -1.2214 -2.1604 1.1222
C -1.3075 -1.3114 2.3975
C -1.4184 0.1492 2.0483
C -2.6092 0.7791 2.3704
C -2.7985 2.1017 2.0431
C -1.7529 2.7721 1.4485
C -0.5659 2.1160 1.1663
C 0.5687 2.9907 0.6699
C 1.4054 2.4388 -0.4792
O 1.9393 1.2260 0.0201
C 0.5714 2.0677 -1.7114
C 1.0793 1.1249 -2.6051
C 0.3300 0.7212 -3.7013
C -0.9321 1.2583 -3.9193
C -1.4264 2.2230 -3.0539
C -0.6781 2.6267 -1.9552
C 2.5200 3.3989 -0.8450
C 2.1978 4.6615 -1.3334
C 3.2002 5.5464 -1.6930
C 4.5339 5.1770 -1.5749
C 4.8592 3.9164 -1.1018
C 3.8540 3.0283 -0.7365
N -0.4034 0.7885 1.4146
C -1.1317 -3.6513 1.3719
C -0.9490 -4.4899 0.2754
C -0.8108 -5.8538 0.4566
C -0.8560 -6.3944 1.7384
C -1.0484 -5.5662 2.8298
C -1.1797 -4.1928 2.6484
C -2.3731 -1.8134 0.1920
C -3.6356 -2.3035 0.5179
C -4.7384 -1.9711 -0.2516
C -4.5921 -1.1466 -1.3605
C -3.3362 -0.6692 -1.6983
C -2.2289 -0.9997 -0.9240
H -0.4081 -1.4967 2.9877
H -2.1821 -1.5949 2.9769
H -3.3822 0.2105 2.8676
H -3.7337 2.6021 2.2585
H -1.8339 3.8264 1.2199
H 1.2649 3.1390 1.5003
H 0.1688 3.9680 0.4113
H 2.0783 0.7291 -2.4668
H 0.7386 -0.0077 -4.3890
H -1.5253 0.9270 -4.7618
H -2.4015 2.6612 -3.2261
H -1.0855 3.3818 -1.2954
H 1.1604 4.9530 -1.4558
H 2.9407 6.5246 -2.0756
H 5.3151 5.8667 -1.8646
H 5.8965 3.6180 -1.0228
H 4.1064 2.0382 -0.3821
H -0.9119 -4.0671 -0.7214
H -0.6668 -6.4993 -0.3995
H -0.7353 -7.4604 1.8826
H -1.0906 -5.9829 3.8275
H -1.3263 -3.5616 3.5145
H -3.7508 -2.9647 1.3698
H -5.7122 -2.3666 0.0077
H -5.4529 -0.8912 -1.9647
H -3.2066 -0.0415 -2.5698
H -1.2551 -0.6299 -1.2264
N 2.9708 -0.6591 1.5914
C 4.0297 -1.5298 0.9229
C 3.0789 -2.3528 0.1066
O 2.7500 -3.4780 0.3419
O 2.4942 -1.5082 -0.7693
H 3.2570 0.3103 1.6944
H 2.7687 -1.0155 2.5213
H 4.6084 -2.1196 1.6256
H 4.6964 -0.9544 0.2892
```

- Molar mass: 639.58 Da
- Total energy: -49820.4800 eV
- E_LUMO (alpha / beta): -3.538 / -3.534 eV
- Orbital gap (alpha / beta): 7.8375 / 7.7739 eV
- Net charge: +1

***

Computed, not measured: C35H31N5S5Ti as an isolated structure at a distorted geometry, with the ωB97M-V functional and the def2-TZVPD basis.

The geometry in XYZ format:
```
77
Properties=species:S:1:pos:R:3
Ti -0.6687 1.3536 0.3125
S -2.9338 -0.2085 0.1201
C -2.6866 -1.1929 1.5365
C -3.2392 -2.4707 1.6419
C -3.0370 -3.2453 2.7706
C -2.2768 -2.7584 3.8289
C -1.7207 -1.4912 3.7420
C -1.9132 -0.7227 2.6011
S -1.2236 0.9036 2.5050
C 0.9959 3.3087 2.8383
C 0.7784 3.8046 1.5992
C 1.7176 4.7713 1.0423
C 1.4576 5.4230 -0.0993
C 0.2081 5.1877 -0.7595
C -0.6181 4.2289 -0.2801
C -1.9860 4.0773 -0.8673
S -2.7916 2.6313 -0.1357
C -3.4299 1.9845 -1.6634
C -4.7724 2.1133 -1.9720
C -5.2456 1.6395 -3.1854
C -4.3674 1.0364 -4.0750
C -3.0242 0.9021 -3.7610
C -2.5357 1.3746 -2.5466
S -0.8240 1.2311 -2.1520
N -0.3098 3.3971 0.7990
H -3.8322 -2.8515 0.8190
H -3.4726 -4.2353 2.8230
H -2.1240 -3.3573 4.7172
H -1.1350 -1.0924 4.5607
H 1.8697 3.6448 3.3803
H 0.2996 2.6615 3.3418
H 2.6189 4.9616 1.6111
H 2.1553 6.1491 -0.4960
H -0.0970 5.7860 -1.6066
H -1.9340 3.9312 -1.9447
H -2.5776 4.9701 -0.6593
H -5.4435 2.5721 -1.2580
H -6.2939 1.7377 -3.4325
H -4.7313 0.6587 -5.0218
H -2.3477 0.4170 -4.4518
N 4.1940 0.4625 2.3431
C 3.5244 0.9781 1.2647
C 2.1159 0.9566 1.2342
N 1.4735 1.3988 0.1704
C 2.1681 1.9137 -0.8585
C 3.5429 1.9126 -0.7987
N 4.2255 1.4465 0.2478
H 3.7032 0.4408 3.2213
H 5.1693 0.7083 2.3973
H 1.5305 0.5881 2.0662
H 1.6141 2.3044 -1.7001
H 4.1198 2.3125 -1.6229
N -0.2145 -0.7930 0.1123
S 0.8808 -1.8104 0.6266
C 2.2428 -1.8731 -0.5406
C 2.0359 -1.5143 -1.8648
C 3.1077 -1.5473 -2.7429
C 4.3653 -1.9279 -2.2945
C 4.5628 -2.2679 -0.9649
C 3.4972 -2.2384 -0.0778
C 0.1892 -3.4422 0.4158
C 0.8475 -4.4903 1.0426
C 0.3652 -5.7808 0.8946
C -0.7729 -6.0098 0.1349
C -1.4350 -4.9491 -0.4647
C -0.9611 -3.6526 -0.3264
H -0.5991 -1.0585 -0.7901
H 1.0575 -1.1888 -2.2000
H 2.9606 -1.2674 -3.7774
H 5.1991 -1.9484 -2.9837
H 5.5482 -2.5425 -0.6139
H 3.6474 -2.4774 0.9678
H 1.7247 -4.3009 1.6486
H 0.8719 -6.6036 1.3808
H -1.1526 -7.0165 0.0218
H -2.3369 -5.1238 -1.0363
H -1.5212 -2.8304 -0.7552
```

- Molar mass: 729.87 Da
- Total energy: -121541.6406 eV
- E_LUMO: -0.355 eV
- Energy relative to the best compared isomer or geometry (same formula, charge and spin): 106.2 kJ/mol
- Orbital gap: 6.1459 eV

***

Computed, not measured: C35H32As2F6OOsSSb as an isolated structure at a distorted geometry, with the ωB97M-V functional and the def2-TZVPD basis.

The geometry in XYZ format:
```
79
Properties=species:S:1:pos:R:3
Os -0.6340 -0.4338 0.1136
C 1.2235 1.9280 2.1263
C 1.7220 0.5522 2.5340
As 1.6992 -0.5763 0.9544
C 3.1432 0.0457 -0.1098
C 4.4121 -0.0376 0.4630
C 5.5034 0.3959 -0.2725
C 5.3255 0.8978 -1.5576
C 4.0576 0.9819 -2.1158
C 2.9548 0.5564 -1.3899
C 2.1064 -2.3490 1.5239
C 2.9598 -3.1201 0.7371
C 3.3156 -4.3865 1.1769
C 2.8147 -4.8747 2.3772
C 1.9531 -4.1041 3.1505
C 1.5833 -2.8403 2.7202
As -0.4903 1.8399 1.2264
C -0.5667 3.3817 0.1130
C -0.6221 3.3153 -1.2752
C -0.6551 4.4949 -2.0027
C -0.6484 5.7154 -1.3412
C -0.5763 5.7693 0.0453
C -0.5469 4.5992 0.7886
C -1.8430 2.0598 2.5442
C -1.5493 1.8539 3.8930
C -2.5057 2.1655 4.8451
C -3.7516 2.6412 4.4484
C -4.0427 2.8272 3.1029
C -3.0922 2.5302 2.1389
H 1.1529 2.6110 2.9722
H 1.9099 2.3678 1.3991
H 1.0856 0.0828 3.2868
H 2.7372 0.5960 2.9275
H 4.5562 -0.4465 1.4561
H 6.4944 0.3400 0.1574
H 6.1854 1.2246 -2.1268
H 3.9291 1.3737 -3.1157
H 1.9626 0.6171 -1.8244
H 3.3565 -2.7351 -0.1940
H 3.9927 -4.9885 0.5859
H 3.0912 -5.8659 2.7110
H 1.5760 -4.4856 4.0898
H 0.9098 -2.2468 3.3261
H -0.6488 2.3621 -1.7903
H -0.6920 4.4629 -3.0831
H -0.7210 6.6335 -1.9086
H -0.5552 6.7246 0.5521
H -0.5152 4.6454 1.8709
H -0.5866 1.4719 4.2117
H -2.2735 2.0536 5.8956
H -4.5037 2.8583 5.1951
H -5.0081 3.2087 2.7992
H -3.3221 2.6781 1.0912
F -2.1949 0.8100 -0.3949
Sb -3.9139 -0.2418 -0.9428
F -2.4341 -1.5272 -0.4906
F -4.2185 -0.2473 0.8894
F -5.0041 -1.6778 -1.2861
F -4.7621 1.3695 -1.1863
F -3.1434 -0.1980 -2.6268
C -0.4501 -4.0930 -1.2696
C -0.4702 -2.7537 -1.9126
O -0.0355 -1.7562 -1.2088
C -0.9109 -2.5284 -3.2394
C -1.6996 -3.5038 -3.8865
C -2.1751 -3.2632 -5.1555
C -1.8489 -2.0746 -5.8049
C -1.0500 -1.1107 -5.1867
C -0.5857 -1.3306 -3.9137
H 0.0609 -4.0505 -0.3099
H 0.0406 -4.8154 -1.9220
H -1.4759 -4.4395 -1.1130
H -1.9644 -4.4259 -3.3872
H -2.8013 -3.9958 -5.6454
H -2.2270 -1.8937 -6.8030
H -0.8109 -0.1934 -5.7063
H 0.0511 -0.6001 -3.4323
S -2.1251 -1.7406 2.7483
C -1.2139 -1.0911 1.7435
```

- Molar mass: 1076.53 Da
- Total energy: -196658.6312 eV
- E_LUMO (alpha / beta): -11.509 / -11.509 eV
- Energy relative to the best compared isomer or geometry (same formula, charge and spin): 0.0 kJ/mol
- Orbital gap (alpha / beta): 5.4114 / 5.4105 eV
- Net charge: +3